118
Properties=species:S:1:pos:R:3:forces:R:3:mulliken_charge:R:1 method="wB97M-V/def2-TZVPD" multiplicity=1 total_charge=+1 gap_ha=0.3491 homo_ha=-0.4263
C -0.287884 5.308159 -0.161328 -0.145 0.148 -0.005 -0.9203
O -0.835842 4.677166 -1.284731 0.067 -0.636 -0.124 -0.1557
C -0.081945 4.976622 -2.433617 -0.125 0.293 0.141 -0.8564
C -0.290266 4.028626 -3.566976 -0.076 -0.691 0.154 -0.6149
C -0.135127 2.541696 -3.282536 0.147 0.367 0.480 -1.4977
C -1.365072 1.842045 -2.747112 -0.178 -0.122 -0.530 -0.1031
C -2.475004 1.789399 -3.806535 0.038 0.230 0.534 -1.4911
C -3.849112 2.331691 -3.408793 -0.128 -0.473 -0.313 0.2502
C -5.024649 1.489951 -3.921580 0.538 -0.107 0.472 -1.2905
C -5.576468 0.300492 -3.138517 -0.172 0.323 -0.139 -2.6891
C -5.750472 0.362646 -1.645796 0.251 -0.232 0.297 2.8421
C -4.500267 -0.193404 -0.959244 -0.286 0.670 0.165 -1.9224
C -4.183776 0.187695 0.474566 0.292 -0.435 -0.368 -0.5396
C -2.718263 0.019265 0.793002 -0.420 0.268 0.148 -0.5807
Cl -2.087625 -1.501748 0.156526 0.390 -0.508 -0.109 -0.2563
O -6.797420 -0.615308 -1.326982 -0.461 -0.519 -0.291 -0.5057
C -7.444623 -0.239879 -0.219581 -2.787 -2.693 2.208 0.3865
O -8.280147 -0.934264 0.427205 3.404 2.738 -2.646 -0.6592
O -7.038737 0.980868 0.108734 -0.349 0.996 0.430 -0.5073
C -6.402071 1.602573 -1.057455 -0.499 -0.503 0.688 1.4588
C -7.464897 2.262581 -1.912200 0.107 -0.263 0.049 -2.3392
C -7.149063 3.656918 -2.378250 -0.158 0.113 0.565 -0.3225
C -7.295360 4.655912 -1.235813 -0.279 0.050 -0.392 -1.0686
C -6.150996 5.581630 -1.025020 0.340 0.237 0.218 -0.4820
O -5.618446 5.342985 0.279800 -0.308 0.333 0.330 -0.2992
C -4.353633 5.807413 0.415919 0.607 2.845 1.194 0.0605
C -3.351199 4.772019 0.115198 -0.070 0.073 0.055 0.0958
O -4.071768 6.954079 0.787274 -0.954 -2.843 -0.999 -0.6231
H -0.916982 5.107620 0.678930 -0.215 -0.107 0.461 0.2702
H 0.696905 4.935048 0.050972 0.709 -0.210 0.077 0.3935
H -0.244854 6.379906 -0.292080 0.079 0.523 -0.081 0.4130
H -0.368598 5.962704 -2.770653 0.019 0.635 -0.174 0.3642
H 0.965191 5.030083 -2.165615 0.541 -0.143 0.092 0.4902
H -1.255266 4.184461 -4.010966 -0.584 0.283 -0.346 0.3643
H 0.456345 4.304966 -4.288239 0.270 0.242 -0.619 0.3478
H 0.700867 2.404456 -2.610122 0.371 -0.121 0.310 0.4750
H 0.126480 2.052039 -4.201905 0.268 -0.313 -0.571 0.4628
H -1.084910 0.840413 -2.476889 0.158 -0.667 0.167 0.4907
H -1.710607 2.290975 -1.843259 -0.288 0.620 0.692 0.0159
H -2.581532 0.783858 -4.161521 -0.051 -0.712 -0.217 0.5524
H -2.123007 2.365784 -4.643969 0.033 0.140 -0.606 0.7547
H -3.887673 2.503962 -2.349335 -0.141 0.009 0.739 -0.2404
H -3.969585 3.295701 -3.870904 -0.014 0.652 -0.075 0.5714
H -5.844809 2.129037 -4.159888 -0.583 0.570 -0.086 0.6888
H -4.704700 1.085487 -4.861881 0.088 -0.213 -0.731 0.6221
H -5.026288 -0.592651 -3.351761 0.476 -0.606 -0.126 0.5150
H -6.558703 0.131755 -3.533113 -0.567 -0.280 -0.369 0.6025
H -4.680679 -1.246402 -0.976896 0.152 -0.808 -0.196 0.4498
H -3.639106 -0.030466 -1.576847 0.519 0.371 -0.484 0.7907
H -4.707692 -0.470374 1.139253 -0.661 -0.095 0.463 0.4057
H -4.435773 1.208506 0.683669 -0.275 0.594 0.296 0.3142
H -2.140699 0.839680 0.420643 0.518 0.319 -0.557 0.0515
H -2.584913 0.002712 1.854191 0.161 -0.106 0.657 0.6750
H -5.757652 2.348046 -0.631205 0.651 0.251 0.084 0.0358
H -7.736338 1.618459 -2.722667 -0.166 -0.387 -0.574 0.5415
H -8.335935 2.341741 -1.295246 -0.680 -0.066 0.409 0.6378
H -7.850121 3.916940 -3.144043 -0.363 0.124 -0.643 0.4604
H -6.174611 3.732591 -2.811668 0.744 -0.029 -0.308 0.0415
H -8.150705 5.266548 -1.438261 -0.771 0.233 0.025 0.4848
H -7.474872 4.162937 -0.297619 -0.155 -0.318 0.448 0.4942
H -6.441590 6.612483 -1.099070 -0.118 0.629 0.049 0.4173
H -5.382725 5.414048 -1.762296 0.552 -0.109 -0.401 0.3120
H -3.791410 3.828637 -0.133026 -0.329 -0.500 -0.255 -0.5045
H -2.714710 5.112229 -0.673347 0.293 0.057 -0.452 0.2032
H -2.751971 4.644086 0.986638 0.486 -0.140 0.669 0.6397
C 0.992947 -3.848779 3.658166 0.055 -0.049 -0.038 -1.4007
C 1.834535 -4.723404 2.730940 -0.041 0.106 0.144 0.1939
C 3.177159 -5.120853 3.348956 -0.025 -0.005 -0.280 -1.1165
C 4.238552 -4.008887 3.394117 -0.101 0.005 0.378 -1.1108
P 5.153089 -3.667403 1.875468 0.071 -0.168 -0.092 1.2196
C 5.753706 -5.259980 1.255910 0.022 -0.220 -0.010 -1.4420
C 6.503692 -6.217781 2.197055 0.058 0.039 0.107 -0.8167
C 7.948158 -5.876078 2.577855 0.017 0.115 -0.077 -0.3969
C 8.857188 -5.527922 1.402163 -0.050 -0.031 0.073 -1.2573
C 6.599773 -2.682261 2.308032 0.180 0.300 0.293 -0.6951
C 6.469829 -1.272938 2.917096 -0.124 0.045 -0.101 -0.9874
C 6.015071 -0.140699 1.993266 -0.087 -0.093 -0.071 0.3721
C 6.716419 -0.094079 0.639048 -0.021 0.016 0.086 -1.3804
C 4.217672 -3.087408 0.438978 -0.300 0.179 -0.376 -0.9616
C 3.479598 -1.740003 0.325374 0.212 0.152 0.165 -1.1599
C 2.586265 -1.305002 1.501129 -0.188 -0.023 -0.158 0.4701
C 1.096353 -1.466628 1.194252 0.256 -0.047 0.177 -2.0445
H 1.516904 -2.937547 3.956265 -0.006 -0.002 0.004 0.2596
H 0.065463 -3.548143 3.174987 -0.031 0.009 -0.010 0.3702
H 0.732700 -4.395228 4.565662 0.023 0.007 0.012 0.4309
H 1.980894 -4.214123 1.774267 0.029 -0.031 0.016 -0.2506
H 1.276641 -5.633533 2.507444 0.006 -0.021 -0.024 0.4515
H 3.583681 -5.990790 2.828359 0.012 -0.003 0.014 0.3434
H 3.002135 -5.443193 4.376098 0.030 -0.009 0.049 0.5416
H 5.023846 -4.301144 4.101077 0.068 0.013 -0.071 0.6634
H 3.825045 -3.086306 3.805775 0.009 0.047 -0.113 0.6581
H 6.330172 -5.059116 0.349798 0.053 0.072 0.042 0.7578
H 4.853193 -5.774394 0.907971 -0.043 0.055 -0.015 0.5281
H 6.509746 -7.186100 1.694260 -0.029 -0.025 -0.044 0.5005
H 5.922543 -6.363382 3.111005 -0.025 -0.034 -0.016 0.2506
H 8.357941 -6.748338 3.087649 -0.005 -0.027 0.045 0.4501
H 7.977356 -5.078073 3.323720 -0.027 0.023 -0.034 0.2413
H 8.998370 -6.388038 0.746986 -0.033 -0.002 -0.042 0.3672
H 9.838540 -5.220369 1.758113 0.048 -0.027 0.000 0.3675
H 8.466949 -4.708816 0.795467 0.000 0.026 0.006 0.2487
H 7.272807 -2.683430 1.448718 -0.071 0.000 -0.088 0.5480
H 7.094253 -3.294443 3.067832 -0.035 -0.093 -0.115 0.0796
H 7.459482 -1.027292 3.305396 0.047 -0.046 0.010 0.4645
H 5.809321 -1.312702 3.786520 0.017 -0.006 0.036 0.3463
H 6.191097 0.801080 2.514745 0.004 0.005 0.039 0.4853
H 4.933818 -0.191602 1.854301 0.066 -0.041 -0.002 -0.4344
H 7.776115 0.139615 0.748429 0.028 -0.043 -0.005 0.3545
H 6.273173 0.674311 0.007105 0.031 0.050 -0.008 0.4191
H 6.637455 -1.037471 0.093759 -0.013 -0.004 -0.013 0.2876
H 3.524477 -3.903085 0.212190 0.012 -0.069 0.173 0.7087
H 4.956918 -3.130993 -0.369940 0.046 -0.050 0.047 0.5996
H 2.866073 -1.811375 -0.573887 -0.026 -0.046 -0.028 0.5906
H 4.209934 -0.964017 0.098314 0.039 -0.062 0.065 0.2068
H 2.780096 -0.254147 1.724388 -0.001 -0.013 0.029 0.5438
H 2.836148 -1.853679 2.412639 0.018 0.005 -0.055 -0.2735
H 0.784824 -0.781965 0.409590 0.013 0.034 -0.096 0.6179
H 0.489182 -1.259354 2.074226 -0.043 0.000 -0.017 0.4985
H 0.866059 -2.478550 0.856800 -0.051 0.005 0.008 0.3174